Record 1
{
  "formula": "C2H6N2S",
  "method": "the ωB97M-V functional and the def2-TZVPD basis",
  "species": ["C", "N", "C", "N", "S", "H", "H", "H", "H", "H", "H"],
  "positions_angstrom": [[-0.995, 1.379, -0.368], [-1.745, 0.359, 0.562], [-1.022, -0.658, 0.628], [0.328, -1.013, 0.301], [1.449, -0.099, -0.464], [0.061, 1.902, -0.180], [-0.673, 0.835, -1.269], [-1.775, 2.230, -0.983], [-1.367, -1.379, 1.399], [0.167, -2.247, 0.234], [2.421, 0.492, 0.622]],
  "total_energy_ev": -15982.219,
  "lumo_energy_ha": 0.0111,
  "charge": 0,
  "multiplicity": 1,
  "homo_lumo_gap_ha": 0.3464,
  "de_lowest_kj_mol": 441.8
}



Record 2
{
  "formula": "C28H50LiN2O19",
  "method": "the ωB97M-V functional and the def2-TZVPD basis",
  "species": ["C", "C", "N", "C", "C", "C", "C", "C", "O", "C", "H", "H", "H", "H", "H", "H", "H", "H", "H", "H", "H", "H", "H", "H", "H", "H", "H", "H", "H", "H", "Li", "N", "O", "O", "O", "C", "C", "C", "O", "C", "O", "O", "H", "H", "H", "H", "H", "H", "C", "C", "C", "O", "C", "O", "O", "H", "H", "H", "H", "H", "H", "C", "C", "C", "O", "C", "O", "O", "H", "H", "H", "H", "H", "H", "C", "C", "C", "O", "C", "O", "O", "H", "H", "H", "H", "H", "H", "C", "C", "C", "O", "C", "O", "O", "H", "H", "H", "H", "H", "H"],
  "positions_angstrom": [[-2.535, -2.042, 2.951], [-3.114, -1.997, 1.596], [-3.091, -3.353, 0.919], [-1.637, -3.644, 0.585], [-3.610, -4.421, 1.740], [-4.946, -4.312, 2.346], [-3.826, -3.453, -0.388], [-3.629, -2.350, -1.478], [-4.424, -2.629, -2.512], [-4.455, -1.609, -3.431], [-2.302, -1.046, 3.269], [-1.571, -2.305, 3.055], [-3.035, -2.615, 3.729], [-2.768, -1.242, 1.123], [-4.185, -1.845, 1.673], [-1.515, -4.692, 0.243], [-0.800, -3.582, 1.515], [-1.292, -2.988, -0.139], [-2.889, -4.566, 2.598], [-3.522, -5.296, 1.240], [-5.741, -4.196, 1.571], [-5.195, -3.542, 2.782], [-5.269, -5.158, 3.014], [-4.890, -3.389, -0.267], [-3.719, -4.419, -0.763], [-2.719, -2.375, -1.891], [-3.902, -1.232, -1.003], [-3.335, -1.510, -3.890], [-4.614, -0.697, -3.265], [-5.158, -1.651, -4.309], [-0.701, 1.529, 2.679], [-0.221, 0.306, 0.296], [-0.389, -0.169, 1.461], [-0.490, -0.408, -0.724], [-0.046, 1.578, 0.228], [2.048, -1.734, -2.912], [1.193, -0.872, -4.042], [1.333, 0.636, -3.582], [1.900, 1.204, -4.599], [2.221, 0.339, -5.610], [2.922, 0.725, -6.609], [1.953, -0.898, -5.204], [1.646, -1.488, -1.856], [3.158, -1.680, -2.996], [2.083, -2.898, -3.046], [0.032, -1.205, -4.143], [2.109, 0.685, -2.868], [0.513, 1.091, -3.292], [4.162, 4.098, 4.651], [4.104, 3.646, 3.183], [4.846, 2.207, 3.135], [3.744, 1.278, 3.080], [2.619, 1.902, 3.033], [1.554, 1.376, 2.929], [2.665, 3.211, 2.892], [3.513, 4.925, 4.601], [5.195, 4.682, 4.810], [3.941, 3.459, 5.535], [4.314, 4.329, 2.594], [5.551, 2.192, 3.899], [5.511, 2.422, 2.120], [2.821, -2.424, 0.725], [2.925, -1.948, 2.148], [1.743, -2.199, 3.083], [2.211, -3.005, 4.151], [3.467, -3.505, 3.826], [4.106, -4.359, 4.381], [3.961, -2.768, 2.809], [3.939, -2.194, 0.248], [2.052, -2.000, 0.186], [2.660, -3.519, 0.741], [3.328, -1.055, 2.243], [0.907, -2.464, 2.564], [1.478, -1.137, 3.546], [-2.922, 1.856, -1.414], [-4.277, 2.627, -1.947], [-3.979, 3.152, -3.339], [-5.230, 2.796, -3.986], [-5.983, 2.031, -3.165], [-7.083, 1.594, -3.401], [-5.357, 1.778, -2.074], [-2.601, 0.960, -2.059], [-2.860, 1.753, -0.404], [-2.136, 2.632, -1.593], [-4.334, 3.452, -1.478], [-3.041, 2.719, -3.850], [-3.700, 4.357, -3.051], [2.852, 2.726, -0.481], [3.845, 3.631, -1.107], [3.405, 4.997, -1.616], [4.438, 5.836, -1.114], [5.280, 5.214, -0.281], [6.073, 5.800, 0.373], [4.849, 3.977, -0.214], [2.052, 2.426, -1.319], [2.452, 3.141, 0.480], [3.179, 1.779, -0.224], [4.430, 2.949, -1.693], [2.548, 5.153, -1.153], [3.253, 4.930, -2.799]],
  "total_energy_ev": -71913.667,
  "lumo_energy_ha": -0.1329,
  "charge": 1,
  "multiplicity": 1,
  "homo_lumo_gap_ha": 0.3276,
  "de_lowest_kj_mol": 192.7
}



Record 3
{
  "formula": "C2H3ClFI",
  "method": "the ωB97M-V functional and the def2-TZVPD basis",
  "species": ["C", "C", "F", "I", "H", "H", "Cl", "H"],
  "positions_angstrom": [[-0.386, 1.024, -0.525], [0.530, 0.623, 0.323], [0.255, 0.392, 1.608], [2.342, -0.297, -0.319], [-1.361, 1.257, 0.025], [-0.170, 1.089, -1.609], [-1.080, -2.287, -0.069], [-0.129, -1.802, 0.567]],
  "total_energy_ev": -25461.977,
  "lumo_energy_ha": 0.0057,
  "charge": 0,
  "multiplicity": 1,
  "homo_lumo_gap_ha": 0.3608,
  "de_lowest_kj_mol": 61.5
}